Record 1
168
Properties=species:S:1:pos:R:3:forces:R:3:mulliken_charge:R:1 method="wB97M-V/def2-TZVPD" fmax_ev_per_a=4.78 lumo_ev=0.40 charge=0 e_tot_ev=-113649.231 homo_lumo_gap_ha=0.392
C 19.974 12.186 19.785 -0.2 0.4 0.2 0.036
O 21.369 11.852 19.676 -0.5 0.6 0.3 -0.452
H 19.561 12.419 18.804 -0.1 -0.4 -0.2 -0.046
H 19.360 11.442 20.320 0.4 0.0 -0.4 0.525
H 19.838 13.118 20.347 0.5 -0.1 0.1 -0.305
H 21.486 10.905 19.697 -0.2 -0.3 0.0 0.245
C 18.852 15.730 21.670 -0.3 -1.0 -0.4 -1.017
O 19.257 15.775 20.312 0.2 -0.9 0.2 0.404
H 17.846 16.095 21.790 -0.4 0.6 0.1 0.280
H 18.754 14.663 21.921 0.4 0.2 0.0 0.296
H 19.535 16.198 22.371 0.2 0.2 0.0 0.265
H 19.348 16.664 19.986 0.0 0.9 0.0 -0.187
C 18.661 8.755 15.186 0.4 0.0 -0.9 -0.739
O 17.926 9.726 14.429 0.2 -0.6 0.6 -0.369
H 18.440 8.789 16.228 -0.8 -0.2 0.9 0.306
H 18.561 7.734 14.779 -0.2 0.3 0.2 0.286
H 19.721 8.981 15.189 0.3 0.3 -0.5 0.268
H 17.037 9.728 14.818 0.1 0.0 -0.1 0.335
C 22.793 9.695 12.523 -0.6 0.4 -0.3 -0.498
C 23.129 9.065 11.208 0.7 -0.7 -0.1 -0.452
O 24.570 9.045 11.102 0.3 0.0 -0.5 -0.353
C 25.125 9.996 10.328 1.0 0.5 1.2 0.822
O 24.578 10.669 9.504 0.2 -0.4 -0.1 -0.526
O 26.442 10.198 10.690 -1.7 -0.2 -1.1 -0.370
C 26.838 9.761 11.972 -0.2 0.3 1.3 -0.510
H 22.676 10.779 12.430 -0.2 -0.2 0.1 -0.195
H 23.585 9.515 13.232 0.1 -0.3 0.3 0.322
H 21.871 9.218 12.831 -0.3 0.3 0.6 0.346
H 22.780 9.576 10.333 -0.6 0.3 -0.3 0.361
H 22.775 8.024 11.180 0.4 0.3 -0.1 0.311
H 26.698 8.693 12.146 0.0 0.1 -0.2 0.254
H 26.295 10.330 12.780 0.5 -0.5 -0.8 0.167
H 27.888 10.000 12.019 0.3 0.0 0.2 0.289
C 23.044 13.434 10.886 0.2 -0.7 0.5 -0.738
C 23.905 13.473 12.136 -0.9 0.0 -0.2 -0.287
O 24.165 14.870 12.400 -1.5 -0.5 -2.0 -0.338
C 24.908 15.158 13.389 1.9 -0.3 3.6 0.882
O 25.522 14.341 14.085 -0.6 1.1 -1.0 -0.648
O 24.871 16.483 13.654 0.1 -0.9 0.3 -0.364
C 25.819 16.895 14.689 0.2 -0.7 -2.3 -0.514
H 23.713 13.610 10.050 -0.4 0.1 -0.4 0.370
H 22.235 14.156 10.975 0.1 0.1 -0.2 0.345
H 22.565 12.436 10.789 0.5 0.5 -0.1 0.001
H 24.814 12.918 12.048 0.8 -0.1 -0.3 0.336
H 23.387 13.007 12.963 -0.3 0.3 0.6 0.255
H 25.797 16.315 15.575 -0.4 -0.6 0.7 0.080
H 25.573 17.906 14.844 -0.1 1.2 0.4 0.227
H 26.775 16.777 14.185 0.4 0.3 0.5 0.397
C 18.773 16.288 11.734 -0.8 -1.6 1.1 -1.118
C 18.024 15.142 10.986 1.4 2.1 -0.4 -0.485
O 19.053 14.230 10.653 0.7 -0.2 -0.3 -0.076
C 18.763 13.266 9.795 -3.0 -0.3 0.7 0.677
O 17.606 12.973 9.446 2.8 0.6 0.2 -0.640
O 19.892 12.630 9.549 -0.1 0.7 1.0 -0.173
C 19.740 11.445 8.857 0.0 -0.5 -2.8 -0.709
H 19.361 15.874 12.577 -0.2 0.1 -0.5 0.149
H 18.071 16.981 12.189 -0.1 0.2 -0.2 0.384
H 19.444 16.782 11.057 0.2 0.3 -0.3 0.375
H 17.639 15.565 10.072 -0.3 0.1 -0.5 0.454
H 17.215 14.634 11.437 -0.7 -0.4 1.1 0.426
H 18.721 11.089 8.858 -0.3 -0.1 0.2 0.412
H 20.409 10.687 9.209 0.5 -0.2 0.4 0.069
H 19.997 11.716 7.808 -0.1 -0.8 0.4 0.320
C 16.875 16.328 17.570 0.7 -0.6 0.5 0.096
C 16.860 17.768 17.916 -0.4 0.8 0.8 -0.652
O 16.490 17.862 19.355 -0.1 1.3 -0.9 -0.144
C 16.183 19.133 19.708 0.2 0.1 -2.0 0.647
O 16.257 20.126 18.993 -0.2 -1.3 0.8 -0.613
O 15.755 19.119 20.942 -0.3 0.3 0.9 -0.305
C 15.122 20.327 21.423 -1.1 -2.2 0.9 -0.718
H 17.651 15.821 18.167 -0.6 0.1 0.2 -0.438
H 17.290 16.236 16.573 -0.4 -0.1 -0.4 0.108
H 15.889 15.871 17.719 0.4 -0.1 -0.3 0.434
H 16.125 18.359 17.331 0.5 -0.3 0.4 0.518
H 17.859 18.189 17.839 -0.1 0.2 -0.2 0.088
H 15.796 21.107 21.623 1.1 0.9 0.1 0.297
H 14.667 19.938 22.360 0.2 0.7 -0.5 0.244
H 14.348 20.643 20.748 -0.2 0.2 -0.4 0.333
C 16.158 12.879 18.309 -0.5 0.2 -0.6 -0.611
C 16.059 11.739 17.306 0.0 -0.4 2.2 0.064
O 14.782 11.072 17.546 0.4 0.8 -0.2 -0.363
C 14.637 10.024 16.788 -3.2 -1.0 -0.1 0.764
O 15.407 9.485 16.062 2.1 -0.2 -0.8 -0.628
O 13.344 9.582 16.876 1.1 0.0 0.4 -0.369
C 13.051 8.333 16.208 -0.4 0.4 0.0 -0.664
H 15.237 13.484 18.206 0.4 -0.2 0.1 0.363
H 17.001 13.525 18.004 -0.2 -0.4 0.6 -0.219
H 16.202 12.516 19.349 0.3 0.2 -0.5 0.401
H 16.793 10.960 17.490 0.5 0.2 -0.2 0.199
H 16.109 12.093 16.311 0.0 0.2 -1.2 0.216
H 13.812 8.004 15.500 0.1 0.3 0.2 0.329
H 12.150 8.596 15.654 -0.1 -0.6 0.1 0.247
H 12.886 7.542 16.957 -0.1 0.4 -0.3 0.245
C 25.080 13.176 17.168 1.6 -0.9 1.2 -1.072
C 24.763 13.371 18.638 1.3 1.1 -0.3 1.106
O 25.916 14.107 19.258 -0.9 -1.0 0.2 -0.372
C 25.953 15.428 19.198 0.3 0.3 0.0 0.705
O 25.327 16.166 18.478 -0.5 -0.1 -0.3 -0.349
O 26.850 15.837 20.087 0.6 0.2 0.2 -0.381
C 27.379 17.185 20.000 -0.3 -0.3 -0.6 -0.562
H 25.997 12.559 17.113 -0.1 0.4 0.0 0.479
H 25.258 14.081 16.618 -0.2 0.4 -0.1 -0.143
H 24.361 12.562 16.711 -1.3 -0.5 -0.8 0.493
H 24.644 12.441 19.213 0.2 0.5 -0.2 0.262
H 23.921 14.019 18.760 -0.7 0.2 0.2 -0.779
H 26.644 17.920 20.306 -0.2 -0.1 0.3 0.177
H 27.675 17.433 18.963 0.0 -0.4 0.5 0.270
H 28.227 17.162 20.681 -0.1 0.2 -0.2 0.246
C 22.650 18.466 17.664 -2.5 1.0 0.0 -1.367
C 22.463 18.154 19.134 0.5 0.1 0.5 1.049
O 21.855 19.267 19.902 -0.7 -0.4 -0.9 -0.451
C 20.504 19.308 19.846 1.2 0.5 0.9 0.616
O 19.815 18.502 19.274 -0.5 -0.2 -0.1 -0.592
O 20.081 20.349 20.580 0.2 -0.7 -0.1 -0.411
C 18.685 20.322 20.968 0.4 -0.4 -0.4 -0.605
H 21.603 18.413 17.136 2.2 0.1 0.6 0.141
H 23.433 17.877 17.216 -0.1 -0.6 -0.2 0.138
H 23.010 19.499 17.663 -0.2 0.0 -0.4 0.560
H 23.455 18.038 19.575 -0.2 0.1 0.2 0.027
H 21.886 17.256 19.338 -0.1 0.0 -0.1 -0.126
H 18.582 21.037 21.778 0.2 -0.2 0.2 0.228
H 18.397 19.289 21.249 0.1 0.7 0.0 0.246
H 18.103 20.679 20.132 -0.2 -0.1 -0.2 0.392
C 10.763 14.270 12.497 -0.9 -0.1 0.0 -1.027
C 11.201 13.674 13.858 0.6 0.8 -1.5 -0.227
O 12.635 13.650 13.973 0.3 -0.7 0.3 -0.302
C 13.419 14.680 14.287 -3.0 3.7 0.1 0.706
O 13.064 15.869 14.499 0.6 -3.3 -0.5 -0.645
O 14.644 14.276 14.269 0.6 -1.0 0.2 -0.362
C 15.654 15.266 14.337 -0.3 0.6 -0.5 0.274
H 11.480 14.843 11.920 0.7 -0.3 0.3 0.326
H 9.924 14.977 12.545 0.0 -0.3 0.5 0.312
H 10.410 13.426 11.908 0.1 0.2 -0.4 0.295
H 10.894 12.627 13.866 0.3 0.1 0.3 0.281
H 10.757 14.184 14.672 -0.2 0.6 0.9 0.320
H 15.904 15.498 15.373 0.2 -0.2 -0.4 -0.115
H 15.355 16.171 13.803 -0.2 0.0 0.3 0.493
H 16.393 14.798 13.726 1.3 0.0 0.2 -0.204
C 22.896 14.472 22.297 1.0 0.8 -2.3 -1.517
C 23.526 15.648 21.504 -1.6 -0.1 1.5 0.569
O 22.894 16.874 22.064 -0.2 -1.6 -0.7 -0.162
C 23.666 17.870 22.361 0.9 1.7 0.7 0.824
O 24.855 18.007 22.115 -1.1 -0.2 0.1 -0.640
O 22.914 18.786 23.041 0.9 -0.2 -0.4 -0.317
C 23.631 20.028 23.249 -0.4 -1.1 -0.2 -0.750
H 23.533 13.624 22.110 0.0 -0.6 -0.2 0.434
H 21.894 14.285 21.963 -0.5 -0.2 0.0 0.133
H 22.947 14.680 23.316 -0.1 0.4 1.8 0.486
H 23.240 15.610 20.458 0.3 0.1 -0.1 -0.405
H 24.585 15.686 21.686 0.4 0.2 -0.2 0.464
H 22.952 20.712 23.694 -0.6 0.3 0.7 0.274
H 23.892 20.410 22.302 0.4 0.5 -1.2 0.306
H 24.534 19.864 23.803 0.3 0.0 0.5 0.304
C 21.645 14.684 17.770 0.3 0.6 0.3 -0.449
C 20.301 15.298 17.405 0.2 0.5 -1.3 1.764
O 19.984 15.119 15.976 -0.2 -0.9 0.6 -0.562
C 19.622 13.856 15.634 0.8 2.5 -0.8 0.174
O 19.554 12.903 16.336 -0.2 -1.1 1.3 -0.575
O 19.419 13.872 14.328 -0.4 -0.8 -0.6 0.213
C 19.298 12.522 13.788 0.3 1.0 0.1 -0.126
H 21.815 14.990 18.805 0.1 0.0 0.1 -0.637
H 22.523 15.070 17.189 -1.0 -0.4 0.2 0.311
H 21.610 13.594 17.815 0.1 0.1 -0.4 0.529
H 20.303 16.418 17.464 -0.1 -1.1 0.4 -0.309
H 19.481 14.839 17.961 0.3 0.3 0.2 -0.484
H 18.496 11.973 14.234 -0.3 -0.3 0.5 0.170
H 20.255 12.043 13.948 0.1 -0.4 0.0 0.217
H 19.096 12.656 12.748 0.0 0.1 -0.7 -0.329



Record 2
14
Properties=species:S:1:pos:R:3:forces:R:3:mulliken_charge:R:1 method="wB97M-V/def2-TZVPD" fmax_ev_per_a=2.05 lumo_ev=0.60 charge=0 e_tot_ev=-9382.868 de_lowest_kj_mol=90.07 smiles="CC(=O)O.CO" homo_lumo_gap_ha=0.373
C -2.289 1.010 0.116 0.2 0.4 0.7 -1.005
C -1.491 -0.251 0.005 -1.8 0.7 0.6 0.723
O -0.337 -0.437 -0.182 1.2 0.1 -0.5 -0.600
O -2.357 -1.236 0.133 -1.4 -0.4 0.3 -0.435
H -1.683 1.820 -0.199 0.4 0.9 -0.4 0.317
H -3.175 0.888 -0.487 -0.2 0.1 -0.3 0.308
H -2.642 1.246 1.141 0.4 -0.5 -0.4 0.281
H -1.885 -2.045 0.062 0.7 -1.5 -0.1 0.334
C 2.943 -0.082 -0.290 -0.2 0.7 -0.3 -0.504
O 2.053 -0.195 0.790 -0.6 -1.2 0.3 -0.501
H 3.693 0.609 0.078 0.3 0.2 -0.2 0.217
H 3.489 -1.021 -0.541 -0.7 0.5 -0.2 0.227
H 2.408 0.427 -1.147 0.8 -0.9 0.4 0.223
H 1.272 -0.734 0.522 1.0 0.8 0.2 0.415



Record 3
19
Properties=species:S:1:pos:R:3:forces:R:3:mulliken_charge:R:1 method="wB97M-V/def2-TZVPD" fmax_ev_per_a=3.12 lumo_ev=0.81 charge=0 e_tot_ev=-9473.109 de_lowest_kj_mol=195.57 smiles="CC/C=C/CO.O" homo_lumo_gap_ha=0.376
C -2.467 -1.021 -0.074 0.0 0.4 -0.8 -1.210
C -1.705 0.059 0.686 0.6 -0.7 0.5 -0.297
C -0.360 0.364 0.096 0.1 3.1 0.0 -0.580
C 0.815 0.363 0.717 -0.1 -1.9 0.3 -0.055
C 2.121 0.899 0.214 -0.4 1.5 1.3 -0.420
O 2.802 1.496 1.360 -0.2 -0.4 -0.2 -0.537
H -3.337 -1.416 0.431 -0.2 0.1 0.4 0.382
H -2.833 -0.631 -1.048 0.3 -0.3 0.4 0.272
H -1.794 -1.855 -0.251 0.0 -0.2 -0.2 0.312
H -2.274 0.998 0.740 0.1 -0.3 0.1 0.273
H -1.456 -0.290 1.700 -0.6 0.1 0.0 0.303
H -0.380 1.136 -0.687 -0.2 -0.6 -0.6 0.425
H 0.875 -0.281 1.598 0.3 0.3 0.2 0.221
H 2.770 0.149 -0.214 -0.1 -0.2 -0.4 0.227
H 1.906 1.755 -0.431 0.1 -0.5 -0.7 0.329
H 3.288 2.253 1.026 0.1 0.0 0.1 0.298
O 1.027 -1.226 -1.788 0.3 -1.2 -0.8 -0.605
H 0.221 -0.720 -1.796 -0.5 0.5 0.2 0.357
H 0.781 -2.030 -2.278 0.4 0.4 0.2 0.304